{
  "formula": "C24H39Br2O16",
  "method": "ωB97M-V with the def2-TZVPD basis set",
  "homo_ev": -5.328,
  "e_tot_ev": -198353.949,
  "charge": -1,
  "lumo_energy_ev": 1.80,
  "de_lowest_ev": 13.043,
  "symbols": ["C", "C", "O", "H", "H", "H", "H", "H", "Br", "C", "C", "Br", "H", "H", "H", "H", "C", "C", "C", "O", "C", "O", "O", "H", "H", "H", "H", "H", "H", "C", "C", "C", "O", "C", "O", "O", "H", "H", "H", "H", "H", "H", "C", "C", "C", "O", "C", "O", "O", "H", "H", "H", "H", "H", "H", "C", "C", "C", "O", "C", "O", "O", "H", "H", "H", "H", "H", "H", "C", "C", "C", "O", "C", "O", "O", "H", "H", "H", "H", "H", "H"],
  "coordinates": [[-22.58753, -5.97637, 3.88926], [-21.35062, -6.83245, 3.93495], [-20.21316, -6.08593, 4.23017], [-22.89044, -5.58053, 4.85862], [-23.41149, -6.62651, 3.59515], [-22.50651, -5.14666, 3.18704], [-21.24459, -7.33538, 2.97374], [-21.59831, -7.64069, 4.62306], [-23.01017, -2.55934, 3.05143], [-22.49119, -3.89033, 1.67741], [-20.99237, -4.33537, 1.68027], [-20.76341, -5.72436, 0.31020], [-22.78731, -3.49507, 0.70572], [-23.15590, -4.72990, 1.88084], [-20.73252, -4.74170, 2.65775], [-20.31714, -3.50402, 1.47775], [-22.42325, -2.77834, 5.68164], [-20.93914, -2.99983, 5.55146], [-20.31282, -3.61037, 4.35610], [-19.50804, -2.59753, 3.77147], [-19.57480, -1.48651, 4.43813], [-18.83079, -0.52564, 4.31010], [-20.41368, -1.68226, 5.49374], [-22.84645, -2.11126, 4.93064], [-22.71042, -2.41921, 6.66990], [-23.04671, -3.67152, 5.64128], [-20.69432, -3.56480, 6.45090], [-21.10737, -3.88000, 3.66033], [-19.75135, -4.46715, 4.72864], [-21.10478, -9.61285, 1.61963], [-22.09720, -9.45939, 2.79238], [-23.34250, -8.61879, 2.50316], [-24.40288, -9.54816, 2.70519], [-23.92469, -10.76454, 3.07297], [-24.62056, -11.77857, 3.14642], [-22.62402, -10.75924, 3.04647], [-20.33617, -10.30188, 1.96972], [-20.59721, -8.67339, 1.40079], [-21.44244, -10.10644, 0.70834], [-21.59914, -9.05634, 3.67418], [-23.29105, -8.17637, 1.50832], [-23.40371, -7.84019, 3.26351], [-23.66683, -8.37558, 5.48858], [-24.93493, -7.71567, 4.84554], [-25.95061, -8.57989, 4.15442], [-27.17012, -8.27066, 4.74441], [-26.99678, -7.49329, 5.78433], [-27.84772, -7.10846, 6.57273], [-25.68600, -7.23738, 5.91335], [-23.66264, -8.35545, 6.57838], [-22.77606, -7.90018, 5.07795], [-23.60588, -9.45265, 5.33262], [-24.69743, -6.90741, 4.15387], [-25.73730, -9.63910, 4.29817], [-25.99774, -8.32001, 3.09690], [-23.35590, -6.49420, 7.36929], [-21.93331, -6.45994, 6.87025], [-21.34718, -5.12772, 6.38007], [-20.58961, -4.67658, 7.54061], [-20.49459, -5.69346, 8.44082], [-19.91087, -5.69268, 9.51629], [-21.24107, -6.74663, 8.05122], [-23.46394, -5.57865, 7.95084], [-23.47833, -7.35269, 8.02967], [-24.15196, -6.39466, 6.63141], [-21.72441, -7.22607, 6.12358], [-22.12786, -4.40750, 6.13525], [-20.60377, -5.17916, 5.58459], [-24.41179, -4.76306, 4.46814], [-25.62927, -3.83133, 4.18518], [-26.49160, -4.21252, 2.94815], [-27.59684, -4.77722, 3.53174], [-27.69255, -4.43896, 4.83962], [-28.61923, -4.62763, 5.59911], [-26.51813, -3.95956, 5.31449], [-24.04881, -4.58478, 5.48035], [-23.68497, -4.63465, 3.66606], [-24.66824, -5.82246, 4.46878], [-25.37709, -2.77123, 4.21155], [-26.03019, -5.01437, 2.37175], [-26.69019, -3.30417, 2.37933]]
}

{
  "formula": "C24H39CoIN5O6PS",
  "method": "ωB97M-V with the def2-TZVPD basis set",
  "homo_ev": -11.387,
  "e_tot_ev": -111105.640,
  "charge": 1,
  "lumo_energy_ev": -2.94,
  "symbols": ["Co", "O", "S", "O", "N", "C", "O", "C", "C", "C", "C", "C", "C", "H", "H", "H", "H", "C", "C", "P", "C", "C", "C", "C", "H", "H", "H", "H", "H", "H", "H", "H", "H", "H", "H", "H", "H", "H", "H", "N", "C", "O", "C", "I", "H", "H", "H", "H", "C", "C", "C", "C", "O", "H", "H", "H", "H", "H", "H", "H", "H", "H", "C", "N", "C", "C", "C", "N", "C", "O", "N", "H", "H", "H", "H", "H", "H", "H"],
  "coordinates": [[-0.49353, -0.27694, -0.21469], [4.84087, 0.13541, 0.76717], [4.32451, 0.28469, -0.56610], [4.95990, -0.42255, -1.63874], [2.71541, -0.03378, -0.54636], [2.01768, 1.04203, -0.78448], [0.74479, 1.10343, -0.77857], [2.81270, 2.27550, -1.06151], [2.36921, 3.55123, -1.35530], [3.32293, 4.54071, -1.56216], [4.68322, 4.25327, -1.47118], [5.12683, 2.96918, -1.17187], [4.16323, 2.00288, -0.97339], [1.30990, 3.76203, -1.42771], [3.00944, 5.54891, -1.79884], [5.40586, 5.04143, -1.63548], [6.18119, 2.74014, -1.09671], [-1.45929, -0.80144, 3.51622], [-0.47737, -1.77331, 2.87834], [0.62469, -1.08644, 1.59992], [1.70853, 0.10527, 2.46457], [2.12386, -0.29670, 3.87993], [1.69385, -2.50087, 1.19241], [0.94213, -3.80632, 0.93423], [-2.09349, -1.32196, 4.23399], [-2.11190, -0.37178, 2.75490], [-0.94966, -0.01215, 4.07721], [-1.03104, -2.57234, 2.39269], [0.17949, -2.21964, 3.63055], [1.22789, 1.08727, 2.45210], [2.59829, 0.20601, 1.84248], [1.28941, -0.31458, 4.58058], [2.86133, 0.41318, 4.25318], [2.59445, -1.28014, 3.89222], [2.38368, -2.61203, 2.03357], [2.28453, -2.19278, 0.33288], [0.49382, -4.20689, 1.84268], [1.63673, -4.56098, 0.56176], [0.14373, -3.66594, 0.20508], [1.13546, -2.96927, -2.80552], [0.66724, -1.78198, -2.42831], [0.45027, -1.58984, -1.21893], [0.44735, -0.75849, -3.49963], [2.32576, 0.05268, -4.10962], [1.36990, -3.64641, -2.09683], [1.46890, -3.11691, -3.74321], [-0.16060, 0.05384, -3.12799], [0.00460, -1.20710, -4.38386], [-4.04757, -1.11715, -0.28730], [-2.84273, -2.05875, -0.27992], [-2.50818, -2.51105, -1.69843], [-3.20246, -3.29364, 0.55525], [-1.74656, -1.47574, 0.40517], [-4.93174, -1.62882, -0.67276], [-3.87469, -0.24341, -0.91689], [-4.26121, -0.78495, 0.73049], [-3.38331, -2.98726, -2.14449], [-1.69768, -3.24273, -1.68645], [-2.22708, -1.66998, -2.33481], [-4.03408, -3.84469, 0.11230], [-3.48767, -2.99280, 1.56518], [-2.34146, -3.96151, 0.62220], [-3.12482, 2.66566, -2.71910], [-2.67728, 2.59379, -1.32438], [-2.88153, 3.62176, -0.45599], [-2.42276, 3.57939, 0.80899], [-1.72955, 2.40149, 1.22872], [-1.55498, 1.39384, 0.38178], [-1.96844, 1.50729, -0.90068], [-1.66305, 0.57345, -1.66585], [-1.26689, 2.30627, 2.47047], [-4.06159, 3.21516, -2.75665], [-3.27937, 1.65653, -3.08612], [-2.37490, 3.16176, -3.33299], [-3.43216, 4.46597, -0.84717], [-2.59106, 4.39854, 1.49033], [-1.39420, 3.05642, 3.12598], [-0.85771, 1.44561, 2.79140]]
}

{
  "formula": "C24H39FO21",
  "method": "ωB97M-V with the def2-TZVPD basis set",
  "homo_ev": -10.570,
  "e_tot_ev": -71231.383,
  "lumo_energy_ev": -0.08,
  "smiles": "O=C1OC[C@@H](F)O1.CCOC(=O)OC.CCOC(=O)OC.CCOC(=O)OC.O=C1OCCO1.O=C1OCCO1.O=C1OCCO1",
  "de_lowest_ev": 4.099,
  "symbols": ["O", "C", "O", "C", "C", "F", "O", "H", "H", "H", "C", "C", "O", "C", "O", "O", "C", "H", "H", "H", "H", "H", "H", "H", "H", "C", "C", "O", "C", "O", "O", "C", "H", "H", "H", "H", "H", "H", "H", "H", "C", "C", "O", "C", "O", "O", "C", "H", "H", "H", "H", "H", "H", "H", "H", "O", "C", "O", "C", "C", "O", "H", "H", "H", "H", "O", "C", "O", "C", "C", "O", "H", "H", "H", "H", "O", "C", "O", "C", "C", "O", "H", "H", "H", "H"],
  "coordinates": [[-2.37518, -0.51734, -1.38626], [-1.41941, -1.25291, -1.17452], [-1.06873, -1.76495, 0.04649], [0.10225, -2.63161, -0.05179], [0.57424, -2.17780, -1.41190], [1.08595, -3.19504, -1.98356], [-0.63620, -1.75007, -2.06956], [0.83196, -2.30144, 0.68754], [0.03899, -3.70308, 0.13808], [1.28460, -1.35997, -1.29091], [-1.20193, -3.07447, 7.73361], [0.28277, -3.13982, 7.34732], [0.73460, -2.12468, 6.55246], [1.06304, -0.99135, 7.15947], [0.81635, -0.74227, 8.32219], [1.63883, -0.25847, 6.19600], [1.89851, 1.04433, 6.34364], [-1.41473, -2.23814, 8.39947], [-1.58557, -3.95045, 8.25667], [-1.76992, -2.73159, 6.86879], [0.48732, -4.06527, 6.80901], [0.75632, -3.24132, 8.32382], [2.54948, 1.18154, 7.20705], [0.93211, 1.51450, 6.52565], [2.32084, 1.42257, 5.41269], [-7.25724, -3.48152, -0.20180], [-7.27055, -5.05874, -0.29390], [-6.05155, -5.67432, -0.56061], [-5.61393, -5.73907, -1.78361], [-6.21103, -5.54809, -2.87697], [-4.36334, -6.18363, -1.65707], [-3.67600, -6.53489, -2.84519], [-8.25399, -3.12920, 0.06365], [-7.30455, -3.15859, -1.24179], [-6.45471, -3.12717, 0.44510], [-8.11546, -5.41249, -0.88474], [-7.37488, -5.36631, 0.74659], [-3.40265, -5.66181, -3.43774], [-4.33703, -7.16141, -3.44405], [-2.73707, -7.06485, -2.68500], [-5.02995, 4.59833, -5.60516], [-5.80984, 5.93328, -5.40299], [-6.62317, 5.77588, -4.33911], [-7.51754, 6.68239, -3.86688], [-7.66245, 7.74698, -4.31619], [-8.21000, 6.18702, -2.88340], [-7.77443, 4.99156, -2.16861], [-5.78668, 3.82100, -5.71113], [-4.37728, 4.34901, -4.76852], [-4.31520, 4.71131, -6.42030], [-6.50888, 6.13788, -6.21390], [-5.16928, 6.79727, -5.22605], [-7.61529, 5.44256, -1.18914], [-6.93530, 4.50633, -2.66711], [-8.64547, 4.33757, -2.12749], [8.76659, -6.26610, 2.14407], [8.37114, -5.39324, 2.88550], [7.06654, -5.05637, 3.05979], [6.89188, -3.98778, 3.93588], [8.29115, -3.78569, 4.53275], [9.04668, -4.54967, 3.66931], [6.64843, -3.09311, 3.36282], [6.11716, -4.15094, 4.68507], [8.15892, -4.27102, 5.49975], [8.63346, -2.75163, 4.49234], [1.77852, 8.75053, -5.38986], [1.64076, 8.05007, -4.43338], [0.99328, 8.45466, -3.37591], [1.13157, 7.45932, -2.35698], [2.13540, 6.53444, -2.92225], [2.40588, 6.94433, -4.20182], [1.42864, 7.81379, -1.36996], [0.19333, 6.91471, -2.25110], [1.78439, 5.50717, -2.82433], [3.11502, 6.54308, -2.44436], [6.38820, 1.35639, -0.58770], [7.37722, 1.12835, -1.29052], [7.97678, 2.05452, -2.08800], [8.98664, 1.46247, -2.84213], [9.19573, 0.08608, -2.25172], [8.02274, -0.01305, -1.43058], [8.76981, 1.23393, -3.88561], [9.90939, 2.03537, -2.75040], [10.17388, -0.14333, -1.82900], [9.07874, -0.53427, -3.14030]]
}

{
  "formula": "C24H39Hg2O15S",
  "method": "ωB97M-V with the def2-TZVPD basis set",
  "homo_ev": [-19.388, -19.178],
  "e_tot_ev": -75365.414,
  "charge": 4,
  "lumo_energy_ev": [-13.51, -15.21],
  "spin_multiplicity": 2,
  "symbols": ["Hg", "Hg", "C", "C", "O", "H", "H", "H", "H", "H", "C", "C", "O", "S", "O", "O", "O", "H", "H", "H", "H", "O", "C", "O", "C", "C", "C", "H", "H", "H", "H", "H", "H", "O", "C", "O", "C", "C", "C", "H", "H", "H", "H", "H", "H", "O", "C", "O", "C", "C", "C", "H", "H", "H", "H", "H", "H", "O", "C", "O", "C", "C", "C", "H", "H", "H", "H", "H", "H", "O", "C", "O", "C", "C", "C", "H", "H", "H", "H", "H", "H"],
  "coordinates": [[3.28139, -2.73876, -3.71366], [-0.04345, -2.85536, -4.03246], [0.53855, -0.59507, -0.34928], [1.62425, -0.90171, -1.45784], [1.45711, -2.06684, -2.22715], [0.67222, -1.38099, 0.39406], [-0.49184, -0.74967, -0.66942], [0.51485, 0.35989, 0.17568], [2.59810, -0.99643, -0.97750], [1.60857, -0.08835, -2.18330], [-1.07758, 4.47595, 4.51564], [-0.11357, 3.41849, 5.24162], [1.00553, 3.23032, 4.25864], [0.61576, 3.48992, 2.67952], [0.23089, 2.14059, 2.15884], [1.76628, 4.14883, 1.99053], [-0.66666, 4.48025, 3.14958], [-1.04439, 5.42132, 5.05719], [-2.07536, 4.03722, 4.50870], [-0.68169, 2.48866, 5.26868], [0.27000, 3.62220, 6.24136], [-1.53695, -3.80463, -2.42704], [-1.92704, -4.00543, -1.24879], [-3.25956, -3.86379, -0.73280], [-3.35449, -4.18413, 0.66310], [-2.01255, -3.80667, 1.23168], [-1.06334, -4.14465, -0.02784], [-3.76177, -5.16608, 0.90391], [-3.98599, -3.47590, 1.19950], [-1.88373, -4.28483, 2.20269], [-2.04922, -2.80659, 1.66363], [-0.59968, -5.12299, -0.15418], [-0.31391, -3.36650, 0.11687], [5.37223, 4.38831, -1.80074], [4.21585, 4.09844, -1.88413], [3.62451, 3.44292, -0.81267], [2.33459, 3.06038, -1.20290], [2.25805, 3.38748, -2.72313], [3.31839, 4.36558, -3.01072], [1.53520, 3.60147, -0.69664], [2.33879, 1.98099, -1.05121], [1.26044, 3.80430, -2.86142], [2.26775, 2.54300, -3.41224], [2.98593, 5.40282, -2.96949], [3.76706, 4.05209, -3.95334], [-1.17773, -0.75952, -3.92329], [-1.23839, 0.47577, -4.11600], [-0.71572, 1.09526, -5.20108], [-1.18456, 2.42301, -5.15581], [-1.79625, 2.77662, -3.84386], [-1.89422, 1.45204, -3.17837], [-1.95727, 2.32125, -5.91783], [-0.35855, 3.07937, -5.42966], [-2.70928, 3.36731, -3.91842], [-1.08728, 3.23658, -3.15545], [-2.93961, 1.21589, -2.97965], [-1.39654, 1.24684, -2.23057], [-4.09709, -0.99338, 0.69076], [-3.89736, -0.15335, 1.54289], [-4.89284, 0.50015, 2.12898], [-4.47593, 1.17668, 3.31449], [-3.01096, 0.89890, 3.37327], [-2.60910, 0.05940, 2.22126], [-5.19862, 0.78677, 4.03128], [-4.56549, 2.26169, 3.26123], [-2.75430, 0.51505, 4.36064], [-2.47976, 1.82802, 3.16669], [-2.15047, -0.87467, 2.54573], [-1.95321, 0.64737, 1.57923], [4.07020, -3.82314, -1.69016], [3.76784, -4.21286, -0.54125], [4.04779, -5.49678, -0.05167], [3.96020, -5.44307, 1.32724], [2.79399, -4.58472, 1.56146], [3.06568, -3.48650, 0.60353], [4.85313, -5.05750, 1.81930], [3.96528, -6.44319, 1.76062], [2.60042, -4.23464, 2.57540], [1.90646, -5.08097, 1.16886], [3.82900, -2.79542, 0.96109], [2.16118, -2.96061, 0.29790]]
}